(1)
Below is a 6-piece molecular cluster, C4H20NO7 overall, with properties calculated with wB97M-V/def2-TZVPD.

Properties
- HOMO level (eV) = -14.4
- LUMO energy (eV) = -2.882
- net charge = +1
- molecular weight (g mol⁻¹) = 194.20
- energy above the lowest of the compared OMol25 structures with the same formula, charge and spin (kJ/mol) = 349.4
- Kohn-Sham gap (eV) = 11.5

```
32
Properties=species:S:1:pos:R:3:nbo_charge:R:1
O 0.062 2.502 -1.934 -0.76
C 0.555 1.334 -2.493 0.82
C 1.422 0.505 -1.326 -0.33
N 0.912 0.456 0.073 -0.57
C 1.446 1.576 0.935 -0.21
C 0.603 2.716 1.202 -0.69
O 0.262 0.858 -3.544 -0.51
H -0.673 3.046 -2.182 0.53
H 2.507 0.884 -1.405 0.26
H 1.360 -0.538 -1.757 0.24
H 1.291 -0.513 0.401 0.49
H -0.100 0.442 0.053 0.46
H 1.763 0.968 1.848 0.24
H 2.341 1.979 0.258 0.22
H 0.972 3.687 1.460 0.27
H 0.105 3.155 0.354 0.25
H -0.142 2.432 1.976 0.22
H 1.895 -2.512 0.876 0.48
H 1.360 -1.922 1.973 0.50
O 2.161 -1.789 1.406 -0.93
H -3.096 -0.735 2.882 0.49
H -3.576 0.512 2.180 0.49
O -3.026 -0.262 2.070 -0.97
H -0.790 -2.518 0.297 0.52
H -0.120 -3.556 1.061 0.49
O -0.185 -2.520 1.099 -1.00
H -2.331 -0.480 0.262 0.50
H -2.322 -1.352 -0.985 0.48
O -2.035 -0.498 -0.623 -0.98
H -0.083 -2.640 -2.189 0.48
H -1.656 -2.429 -2.483 0.50
O -0.881 -2.784 -1.744 -0.97
```

=====

(2)
Below is C3H5N3 as an isolated structure, with properties calculated with wB97M-V/def2-TZVPD.

Properties
- HOMO level (eV) = -7.6
- LUMO energy (eV) = 1.030
- molecular weight (g mol⁻¹) = 83.09
- energy above the lowest of the compared OMol25 structures with the same formula, charge and spin (kJ/mol) = 552.7
- Kohn-Sham gap (eV) = 8.6

```
11
Properties=species:S:1:pos:R:3:nbo_charge:R:1
N -1.894 -0.269 -0.287 -0.79
C -0.642 0.043 -0.616 0.05
C 0.922 -0.576 0.416 -0.12
N 1.840 0.107 -0.275 -0.24
N 1.259 1.295 -0.347 -0.26
C 0.146 0.710 0.434 -0.23
H -2.408 0.059 0.526 0.36
H -2.430 -0.805 -0.952 0.39
H 0.833 -1.619 0.676 0.23
H 2.582 -0.188 -0.901 0.40
H -0.208 1.243 1.325 0.21
```